Entry 1:
The following is a quantum chemistry calculation of a molecular structure, C11H21F3Mn2N3O9S in a non-equilibrium geometry, from the Open Molecules 2025 dataset.

```
! RIJCOSX wB97M-V def2-TZVPD def2/J DEFGRID3
* xyz 1 11
Mn -0.495 -1.842 3.236
Mn -2.755 1.566 2.709
C 1.719 2.275 4.480
F 1.394 3.435 5.009
F 2.035 2.383 3.194
F 2.692 1.666 5.170
S 0.090 1.205 4.668
O -0.954 1.870 3.886
O 0.344 -0.177 4.152
O -0.213 1.165 6.134
C -1.483 -0.242 1.379
O -1.577 0.961 1.096
O -0.468 -0.892 1.404
O -2.037 -0.433 2.449
C 1.769 -2.486 -0.179
O 1.304 -3.601 -0.072
N 3.086 -2.275 -0.325
C 3.800 -1.046 -0.619
C 4.054 -3.362 -0.238
H 1.239 -1.524 -0.103
H 4.679 -0.918 0.012
H 3.114 -0.285 -0.247
H 4.063 -0.828 -1.654
H 3.506 -4.302 -0.308
H 4.812 -3.217 -1.007
H 4.705 -3.298 0.634
C -5.140 -0.606 -2.499
O -6.319 -0.969 -2.365
N -4.126 -1.304 -1.943
C -2.721 -1.111 -2.285
C -4.254 -2.444 -1.035
H -4.810 0.290 -3.048
H -2.280 -0.841 -1.326
H -2.493 -0.427 -3.102
H -2.190 -2.020 -2.568
H -3.918 -3.437 -1.335
H -3.686 -2.234 -0.129
H -5.291 -2.507 -0.706
C 1.615 3.712 -2.476
O 2.336 4.514 -1.818
N 0.784 2.826 -1.947
C 0.629 2.642 -0.537
C 0.171 1.864 -2.803
H 1.595 3.744 -3.576
H 1.306 3.261 0.052
H 0.706 1.585 -0.284
H -0.359 2.982 -0.225
H 0.355 0.886 -2.358
H -0.916 1.910 -2.735
H 0.580 1.885 -3.813
*
```

Calculated values
Electronic energy in Ha: -4272.62741
E_LUMO (alpha / beta) in eV: -5.84 / -5.82
HOMO level (alpha / beta) in eV: -11.341 / -11.341
Orbital gap (alpha / beta) in eV: 5.50 / 5.52



Entry 2:
The following is a quantum chemistry calculation of a molecular structure, C11H21N4PdS2Si, from the Open Molecules 2025 dataset.

```
! RIJCOSX wB97M-V def2-TZVPD def2/J DEFGRID3
* xyz -1 3
Pd -0.239 -0.975 -0.289
N 0.197 3.268 0.269
C 0.191 2.699 1.625
C -0.987 1.754 1.889
C -2.340 2.288 1.398
C -2.883 1.496 0.207
N -1.847 1.274 -0.800
H 1.020 2.997 -0.248
H 0.156 4.277 0.288
H 0.163 3.510 2.358
H 1.121 2.152 1.803
H -1.010 1.540 2.960
H -0.821 0.801 1.379
H -2.242 3.339 1.112
H -3.086 2.248 2.195
H -3.758 2.022 -0.196
H -3.229 0.518 0.556
H -1.239 2.082 -0.891
H -2.232 1.018 -1.698
S -2.282 -1.972 -0.929
C -2.091 -3.598 -0.429
C -3.098 -4.535 -0.829
N -3.926 -5.270 -1.149
C -1.027 -4.025 0.329
S 0.285 -3.016 0.760
C -0.980 -5.385 0.783
N -0.918 -6.474 1.151
C 3.207 -0.783 0.572
Si 2.015 -0.405 -0.862
C 2.571 1.349 -1.396
C 2.616 -1.506 -2.286
H 4.246 -0.621 0.266
H 3.105 -1.821 0.896
H 3.007 -0.149 1.441
H 3.539 1.283 -1.904
H 2.718 1.993 -0.524
H 1.867 1.833 -2.078
H 3.687 -1.361 -2.470
H 2.077 -1.287 -3.211
H 2.446 -2.559 -2.051
*
```

Calculated values
Electronic energy in Ha: -1864.58353
E_LUMO (alpha / beta) in eV: 2.81 / 1.31
HOMO level (alpha / beta) in eV: -3.367 / -4.330
Orbital gap (alpha / beta) in eV: 6.18 / 5.64



Entry 3:
The following is a quantum chemistry calculation of a single C11H21N5O3 molecule in a non-equilibrium geometry, from the Open Molecules 2025 dataset.

```
! RIJCOSX wB97M-V def2-TZVPD def2/J DEFGRID3
* xyz 0 1
C 1.505 -0.639 -1.064
C 0.183 -0.815 -0.073
C 1.818 0.871 -1.115
C 0.880 1.290 -2.281
C 0.543 2.756 -2.358
C -1.842 2.876 -1.479
C -0.820 -1.528 1.986
C -0.720 -0.144 2.679
C -0.678 -2.733 2.807
C 0.794 -2.969 2.829
C 1.365 -2.641 1.446
H 0.995 -2.395 -2.122
H 0.445 -1.169 -2.714
H 2.240 -1.289 -0.553
H 2.900 1.156 -1.471
H 1.797 1.312 -0.110
H 1.360 0.880 -3.229
H -0.178 0.858 -2.340
H 1.316 3.515 -2.268
H 0.243 2.949 -3.420
H -0.089 2.783 -0.432
H -3.425 2.314 -2.482
H -3.229 2.432 -0.228
H -2.121 3.425 0.541
H -1.703 -1.632 1.366
H -1.307 -3.452 2.400
H -1.169 -2.563 3.823
H 1.163 -3.915 3.183
H 1.098 -2.151 3.567
H 2.381 -2.430 1.568
H 1.143 -3.509 0.738
H -1.051 0.411 0.981
N 1.366 -1.452 -2.355
N -0.476 3.100 -1.328
N -2.441 2.415 -2.553
N -2.579 3.186 -0.361
N 0.343 -1.630 1.085
O -0.807 -0.209 -0.359
O -0.387 -0.136 3.837
O -0.856 0.871 1.857
*
```

Calculated values
Electronic energy in Ha: -931.19516
E_LUMO in eV: 0.41
HOMO level in eV: -8.613
Structure (SMILES): [H]/N=C(\N)NCCC[C@H](N)C(=O)N1CCC[C@H]1C(=O)O
Orbital gap in eV: 9.02



Entry 4:
The following is a quantum chemistry calculation of a molecular structure, C11H21N5O5 in a non-equilibrium geometry, from the Open Molecules 2025 dataset.

```
! RIJCOSX wB97M-V def2-TZVPD def2/J DEFGRID3
* xyz 0 1
C -2.819 0.863 0.863
C -2.399 1.685 -0.440
C -3.821 -0.272 0.365
C -2.952 -1.555 -0.244
C -3.850 -2.851 -0.452
C 0.083 1.748 -0.090
C 0.897 3.043 -0.495
C 0.649 0.354 -0.578
C 2.035 -0.082 -0.061
C 2.496 -1.444 -0.413
C 4.947 -1.562 -0.047
H -2.808 2.341 2.514
H -4.239 2.050 1.705
H -1.917 0.552 1.282
H -4.453 -0.452 1.380
H -4.590 0.206 -0.531
H -2.468 -1.181 -1.218
H -2.088 -1.639 0.657
H -5.676 -3.255 -0.777
H -1.025 3.006 -1.338
H 0.261 1.820 1.012
H -0.309 -0.285 -0.418
H 0.802 0.325 -1.753
H 2.101 -0.116 1.033
H 2.780 0.687 -0.347
H 2.661 -1.479 -1.554
H 1.847 -2.196 0.008
H 3.466 -2.831 0.646
H 4.392 -0.671 -1.514
H 6.797 -1.416 0.254
H 6.016 -1.184 1.872
H 2.397 4.149 0.387
N -3.403 1.655 2.036
N -1.139 2.102 -0.648
N 3.556 -1.803 0.453
N 5.301 -0.999 -1.189
N 6.049 -1.996 0.792
O -3.298 1.956 -1.183
O -3.477 -4.026 -0.620
O -5.178 -2.489 -0.483
O 0.569 3.974 -1.330
O 1.805 3.265 0.460
*
```

Calculated values
Electronic energy in Ha: -1081.56167
E_LUMO in eV: 0.04
HOMO level in eV: -9.144
Orbital gap in eV: 9.18



Entry 5:
The following is a quantum chemistry calculation of a single C11H21N5O5 molecule in a non-equilibrium geometry, from the Open Molecules 2025 dataset.

```
! RIJCOSX wB97M-V def2-TZVPD def2/J DEFGRID3
* xyz 0 1
C -1.213 -1.152 -0.871
C -0.429 -2.266 -0.189
C -2.690 -1.254 -0.469
C -3.546 -0.125 -1.102
C -3.078 1.230 -0.536
C -1.088 2.652 -0.336
C 1.080 -0.912 1.560
C -0.221 -0.277 2.179
C 1.811 0.060 0.654
C 3.050 -0.609 0.067
C 4.023 0.445 -0.566
H -1.582 -2.222 -2.402
H -0.181 -1.306 -2.765
H -0.892 -0.107 -0.633
H -3.017 -2.217 -0.837
H -2.915 -1.278 0.572
H -4.599 -0.215 -0.972
H -3.439 -0.266 -2.168
H -2.984 1.057 0.529
H -3.906 1.989 -0.693
H -1.417 1.329 -1.895
H 0.565 3.588 0.003
H -1.016 3.832 1.216
H -1.865 2.375 1.382
H 0.849 -3.143 1.006
H 1.751 -1.335 2.296
H 2.100 0.873 1.364
H 1.254 0.463 -0.178
H 3.577 -1.079 0.919
H 2.764 -1.266 -0.800
H 5.202 0.528 -2.179
H -1.615 -0.575 3.417
N -1.185 -1.292 -2.358
N -1.845 1.795 -1.112
N 0.167 2.879 -0.575
N -1.721 3.205 0.781
N 0.485 -2.182 0.815
O -0.633 -3.346 -0.737
O -0.767 0.669 1.671
O 4.583 1.376 0.023
O 4.374 0.060 -1.779
O -0.824 -1.086 3.021
*
```

Calculated values
Electronic energy in Ha: -1081.73770
E_LUMO in eV: 0.18
HOMO level in eV: -8.291
Structure (SMILES): [H]/N=C(\N)NCCC[C@H](N)C(=O)N[C@@H](CCC(=O)O)C(=O)O
Orbital gap in eV: 8.47



Entry 6:
The following is a quantum chemistry calculation of a molecular structure, C11H21N7O2RhSe in a non-equilibrium geometry, from the Open Molecules 2025 dataset.

```
! RIJCOSX wB97M-V def2-TZVPD def2/J DEFGRID3
* xyz 3 1
Rh -0.384 0.062 0.012
N -1.858 1.707 0.415
C -2.432 1.670 1.760
C -1.327 1.328 2.736
N -0.601 0.108 2.328
C -1.162 -1.174 2.795
C -2.252 -1.643 1.864
N -1.686 -1.711 0.508
H -1.281 2.532 0.274
H -2.574 1.700 -0.306
H -3.247 0.952 1.787
H -2.856 2.639 2.037
H -1.749 1.213 3.738
H -0.606 2.146 2.759
H 0.346 0.180 2.692
H -1.551 -1.086 3.812
H -0.353 -1.907 2.804
H -3.099 -0.962 1.861
H -2.625 -2.617 2.188
H -2.418 -1.819 -0.190
H -1.073 -2.519 0.426
Se 2.377 3.233 0.301
N 3.869 2.374 0.258
C 3.663 1.069 0.293
C 4.593 0.001 0.252
C 4.099 -1.276 0.273
C 2.705 -1.518 0.343
N 1.818 -0.545 0.402
C 2.267 0.725 0.373
N 1.415 1.733 0.398
H 5.655 0.210 0.208
H 4.765 -2.128 0.251
H 2.336 -2.536 0.354
N -0.475 -0.990 -4.849
C -0.514 0.379 -4.243
C -0.434 0.243 -2.718
O -0.361 1.252 -1.995
O -0.459 -0.918 -2.229
H -1.274 -1.195 -5.451
H -0.491 -1.630 -4.030
H 0.374 -1.165 -5.389
H -1.444 0.886 -4.494
H 0.305 0.995 -4.606
*
```

Calculated values
Electronic energy in Ha: -3476.51482
E_LUMO in eV: -11.47
HOMO level in eV: -18.454
Orbital gap in eV: 6.98



Q: Look up the electronic energy of the fourth one.
A: -1081.56167 Ha